# 1
Here is 17 unconnected molecules or ions with the total composition C34H68Cl34 from the Open Molecules 2025 dataset. Energies are from the ωB97M-V functional and the def2-TZVPD basis.

Results
HOMO energy ... -10.133 eV
Relative energy (zero: lowest compared OMol25 entry of this formula, charge and spin) ... 29.50 kJ/mol
LUMO energy ... -0.19 eV
2S+1 ... 1

Last column: Mulliken charge in e.
Geometry (Å):
Cl -2.409 -2.236 0.587  -0.074
Cl -0.925 -5.763 0.140  0.031
Cl -7.657 -0.018 1.246  -0.183
Cl -5.705 -3.186 1.353  -0.172
Cl -1.542 -0.289 7.063  -0.123
Cl -0.648 4.521 -3.773  -0.112
Cl -0.336 1.089 -1.792  0.354
Cl -1.095 3.222 -6.940  -0.175
Cl -4.569 1.222 7.621  -0.169
Cl 0.784 -4.445 5.275  -0.175
Cl -5.185 -1.122 4.620  -0.258
Cl -1.140 -4.392 -2.995  -0.141
Cl -4.416 2.751 -4.324  -0.204
Cl -0.298 -0.196 2.259  0.049
Cl -2.083 -9.783 -1.114  -0.220
Cl -1.006 -1.070 -3.887  -0.160
Cl -4.831 -0.430 -2.941  -0.191
Cl 4.395 0.757 -7.190  -0.090
Cl 2.928 -3.238 3.037  -0.229
Cl -3.099 -3.538 5.338  -0.193
Cl 4.571 1.093 1.749  -0.159
Cl -2.745 3.687 0.032  0.028
Cl 1.939 3.524 -8.594  -0.227
Cl 2.077 4.996 -0.554  -0.173
Cl -4.408 1.172 1.226  0.015
Cl 2.039 2.959 3.372  -0.104
Cl 5.679 3.743 -5.960  -0.176
Cl 2.555 -3.671 -1.035  -0.053
Cl 3.596 -1.608 7.587  -0.199
Cl 3.150 -0.420 -1.320  0.050
Cl 5.978 -0.252 5.794  -0.205
Cl -1.185 4.271 4.094  -0.217
Cl 3.466 1.999 -4.240  -0.032
Cl 3.686 -2.775 -4.702  -0.188
C -3.503 -1.130 4.087  1.161
C -0.560 1.120 -0.067  0.643
C 1.171 -3.451 2.734  0.358
C -5.057 -2.451 -0.122  -0.075
C 3.590 3.593 2.688  -0.670
C -6.954 1.246 2.287  -0.224
C 3.992 2.806 1.382  -0.171
C 4.293 -0.409 5.105  0.678
C 0.249 -2.019 -3.244  1.506
C -0.823 -7.493 -0.058  -0.629
C -1.954 -8.002 -1.003  -0.361
C 4.039 -1.069 -5.168  0.143
C -5.976 2.133 1.477  -0.723
C -4.048 0.991 -2.325  0.844
C 4.261 -1.565 -0.566  -0.421
C -1.842 3.478 2.628  0.799
C -3.004 2.033 7.259  -0.293
C -3.630 -2.971 -0.463  -0.498
C -3.298 1.802 -3.363  0.519
C -3.031 -2.573 3.899  0.599
C 4.195 -3.017 -1.104  -0.623
C 0.184 -3.448 -3.662  -0.657
C -2.416 4.471 1.612  -0.815
C 1.695 3.491 -6.772  0.309
C 0.320 0.035 0.640  -0.011
C 0.516 2.595 -6.415  -0.010
C 0.650 -4.659 3.521  -0.481
C 1.551 4.687 -2.221  -0.042
C 4.908 2.734 -3.494  -0.566
C 4.078 -0.927 -6.696  -0.549
C 6.066 2.739 -4.536  -0.409
C 0.177 5.197 -2.350  -0.195
C -1.770 1.341 7.802  -0.385
C 3.206 -0.503 6.213  -0.210
H 2.278 -0.931 5.832  0.070
H 1.521 4.521 -6.463  0.324
H 3.107 2.797 0.746  -0.139
H -1.913 1.364 8.883  0.334
H 1.351 -5.454 3.267  0.445
H -5.774 3.047 2.036  0.305
H -2.972 -0.593 4.873  -0.253
H 0.300 -0.956 0.184  -0.282
H 6.296 1.742 -4.912  0.178
H -1.599 0.864 0.143  -0.606
H 0.745 -2.546 3.166  -0.253
H 2.172 5.181 -2.968  0.390
H -3.597 -3.139 3.159  -0.054
H 3.057 0.521 6.553  0.315
H -3.203 3.053 7.586  0.420
H -0.396 -4.853 3.282  0.289
H -0.407 4.859 -1.494  -0.195
H 4.607 3.716 -3.128  0.355
H -6.393 2.449 0.521  0.372
H -2.965 -7.751 -0.681  0.288
H 0.098 6.284 -2.380  0.451
H -1.990 -2.643 3.582  -0.508
H -3.423 0.718 -1.475  -0.944
H 0.923 -3.515 1.675  0.022
H 4.886 -0.620 -4.651  0.209
H 3.488 4.663 2.507  0.397
H -6.557 0.745 3.170  0.018
H -1.914 -7.740 -2.060  0.239
H 0.152 -3.509 -4.750  0.460
H -3.531 -0.576 3.148  -0.531
H 0.378 2.560 -5.334  -0.291
H -0.928 -7.980 0.912  0.330
H -7.763 1.804 2.757  0.415
H 4.638 -3.061 -2.099  0.255
H -0.886 1.947 7.604  0.275
H 0.186 -7.782 -0.355  0.329
H -3.288 5.085 1.838  0.392
H 3.129 -1.246 -7.127  0.323
H -3.631 -4.046 -0.285  0.304
H 0.247 -1.854 -2.166  -0.777
H 2.646 3.181 -6.338  -0.311
H 7.019 3.120 -4.168  0.424
H 4.766 3.258 0.762  0.449
H 4.320 3.553 3.497  0.402
H -1.627 5.219 1.538  0.403
H -3.012 2.232 6.187  -0.040
H 1.242 -1.651 -3.502  -0.601
H 1.030 -4.075 -3.380  0.217
H 3.979 -1.590 0.486  0.003
H 3.162 -0.526 -4.814  -0.181
H -0.408 2.149 0.258  -0.149
H -1.007 2.953 2.164  -0.558
H -5.709 -2.607 -0.981  0.441
H -4.824 1.590 -1.849  0.312
H 0.612 1.585 -6.813  0.386
H -2.629 2.474 -2.825  -0.326
H 4.861 -1.581 -7.078  0.385
H 5.258 -1.137 -0.671  0.417
H 5.080 2.007 -2.700  0.209
H 4.153 0.448 4.447  -0.307
H -2.649 2.885 3.058  0.002
H -2.782 1.145 -4.063  -0.055
H 1.353 0.366 0.750  0.179
H -3.295 -2.806 -1.487  0.244
H 4.134 -1.268 4.453  -0.144
H 4.767 -3.660 -0.436  0.400
H -5.142 -1.376 0.038  -0.205
H 1.434 3.613 -2.365  -0.138

Force components x, y, z for each atom (eV/Å):
Cl 0.3 0.2 0.2
Cl 0.0 0.7 0.2
Cl 0.0 0.1 0.0
Cl 0.0 -0.3 0.0
Cl 0.0 0.7 0.7
Cl 0.1 0.2 -0.2
Cl 0.4 0.2 -0.7
Cl 0.5 0.0 -0.2
Cl 0.4 -0.2 0.0
Cl -0.1 0.2 0.2
Cl -0.9 0.0 0.2
Cl -1.0 0.0 0.1
Cl -0.4 0.5 -0.4
Cl -0.4 0.1 1.1
Cl 0.5 -0.4 0.3
Cl -1.4 0.8 -1.3
Cl -0.4 -0.9 -0.5
Cl 0.0 -0.4 0.0
Cl 0.0 -0.1 -0.5
Cl -0.1 -0.5 1.3
Cl -0.5 1.2 -0.2
Cl 0.3 0.5 0.1
Cl -0.1 0.0 0.9
Cl 0.4 0.1 0.1
Cl -1.2 0.6 0.2
Cl 0.5 0.2 -0.4
Cl -0.1 0.1 0.1
Cl -0.2 0.0 -0.2
Cl 0.1 0.5 -0.5
Cl -0.2 0.2 -0.6
Cl -1.0 -0.2 -0.6
Cl 0.0 0.4 -0.2
Cl -0.6 0.3 0.1
Cl 0.5 0.3 -0.2
C 0.0 -0.5 -0.1
C 0.1 -1.1 1.1
C -0.6 0.4 1.3
C 0.7 0.5 -0.9
C 0.6 -0.6 -0.5
C 0.0 0.3 0.0
C -0.5 0.1 1.0
C -0.5 -0.6 0.5
C 1.8 -0.6 1.6
C -0.6 -1.7 -0.3
C -0.3 -0.1 -0.2
C -1.3 0.7 -0.4
C -0.2 -0.9 1.0
C 0.1 1.0 1.0
C 0.0 -1.0 0.6
C -1.2 0.2 0.2
C -0.9 0.8 -1.1
C -1.2 -0.1 0.2
C -0.1 -0.7 0.5
C 0.4 0.3 -1.0
C 0.7 1.0 0.4
C 0.7 -1.0 -0.7
C 1.0 0.9 0.3
C -0.4 0.2 -0.9
C 0.1 1.1 -0.6
C -0.1 0.2 0.3
C 0.9 0.3 -0.7
C -0.2 -0.5 -0.6
C 0.6 -0.7 -0.8
C 0.3 -0.8 0.5
C -0.2 0.1 0.4
C -1.8 0.7 0.6
C -0.7 0.8 0.0
C 0.6 0.4 -0.3
H 0.1 0.3 -0.3
H -0.2 -0.1 -0.1
H 0.0 -0.6 0.1
H 0.3 -1.0 0.0
H -0.6 -0.5 0.0
H 0.5 -0.2 0.1
H 0.3 -0.2 -0.3
H -0.1 0.3 -0.4
H -0.4 -0.1 0.1
H 0.0 0.1 -0.1
H -0.2 0.0 -0.3
H 0.5 -0.3 0.3
H -0.2 0.5 -0.1
H -0.2 -0.3 0.6
H 0.7 -0.1 0.9
H 0.2 -0.2 -0.1
H -0.1 0.0 0.0
H 0.4 -0.1 0.0
H 0.2 -0.5 -0.1
H 0.4 0.6 0.4
H 0.1 -0.1 -0.2
H 0.0 0.5 -0.1
H 0.4 -0.3 -0.3
H 0.4 -0.1 0.0
H 0.2 -0.6 -0.1
H -0.4 -0.1 -0.4
H 0.8 -0.1 -0.4
H 0.6 0.6 0.3
H -0.3 0.1 0.0
H 0.5 -0.2 0.0
H 0.4 -0.2 0.0
H -0.4 0.2 0.1
H -0.2 0.4 -0.7
H -0.5 -0.2 -0.1
H 0.0 -0.1 -0.3
H -0.2 0.2 -0.6
H -0.2 -0.7 0.5
H 0.1 0.1 0.1
H 0.2 0.0 0.1
H -0.2 -0.5 0.2
H -0.3 -0.3 -0.1
H -0.3 0.2 0.4
H 0.2 0.2 0.6
H 0.1 -0.5 -0.2
H 0.1 0.0 -0.8
H 0.3 -0.8 -0.2
H -0.1 0.2 -0.5
H 0.4 0.8 0.2
H 0.1 0.1 0.0
H 0.1 -0.1 0.1
H 0.4 -0.3 0.3
H -0.4 -0.3 0.2
H -0.1 -0.6 0.2
H -0.1 0.2 -0.3
H 0.1 0.2 0.0
H 0.1 0.0 -0.4
H 0.0 0.3 -0.2
H 0.0 -0.3 0.0
H 0.6 0.5 0.3
H -0.2 0.2 0.5
H 0.4 -0.6 -0.5
H 0.3 0.2 0.2
H -0.1 -0.1 -0.2
H -0.4 0.3 0.0
H 0.9 -0.3 0.2
H 0.2 0.2 0.0
H 0.6 0.0 0.1
H 0.8 -0.1 0.0

=====

# 2
Here is a molecular structure, C5H9N3O from the Open Molecules 2025 dataset. Energies are from the ωB97M-V functional and the def2-TZVPD basis.

Results
HOMO energy (spin up / spin down) ... -7.005 / -7.006 eV
Relative energy (zero: lowest compared OMol25 entry of this formula, charge and spin) ... 439.79 kJ/mol
LUMO energy (spin up / spin down) ... 0.68 / 0.68 eV
2S+1 ... 1

Last column: Mulliken charge in e.
Geometry (Å):
O 0.479 -3.040 1.085  -0.460
N 1.886 0.103 -1.358  -0.452
N 0.402 -0.690 0.738  0.033
N 1.539 1.610 0.286  -0.264
C -1.816 0.364 1.151  -1.172
C 1.829 0.312 -0.021  -0.339
C -0.995 -0.480 0.222  0.787
C 0.225 -1.905 0.906  0.565
C -1.260 -0.619 -1.096  -1.188
H -0.660 -1.251 -1.734  0.330
H -2.105 -0.114 -1.542  0.273
H -2.721 0.725 0.659  0.371
H -1.243 1.236 1.480  0.255
H 1.563 2.314 -0.440  0.199
H 2.094 -0.835 -1.658  0.267
H -2.099 -0.203 2.041  0.283
H 1.184 0.564 -1.953  0.263
H 1.700 1.910 1.233  0.248

Force components x, y, z for each atom (eV/Å):
O -0.9 0.6 -0.2
N -0.8 0.1 0.0
N -3.5 -1.5 0.2
N -0.3 -0.6 -0.3
C -0.2 0.0 0.0
C 2.6 1.1 -0.2
C 0.3 2.0 -1.1
C 2.6 -1.4 0.8
C 0.2 -0.1 0.8
H 0.2 0.1 0.0
H -0.3 -0.3 0.1
H 0.0 -0.1 0.0
H 0.1 -0.2 0.0
H -0.1 0.1 0.1
H -0.1 0.0 0.1
H 0.0 0.0 0.0
H 0.3 0.0 0.0
H 0.0 0.0 -0.2

=====

# 3
Here is a molecular structure, C31H44N4OP2Ru from the Open Molecules 2025 dataset. Energies are from the ωB97M-V functional and the def2-TZVPD basis.

Results
<S²> ... 6.048
HOMO energy (spin up / spin down) ... -11.681 / -11.765 eV
Charge ... +2
Relative energy (zero: lowest compared OMol25 entry of this formula, charge and spin) ... 111.69 kJ/mol
LUMO energy (spin up / spin down) ... -5.64 / -9.61 eV
2S+1 ... 5

Last column: Löwdin spin population.
Geometry (Å):
Ru 0.229 -0.690 -1.284  1.676
P -2.129 -0.389 -6.615  -0.002
P 1.696 -0.973 -6.842  -0.002
O -0.754 -0.892 0.494  0.232
N 3.011 0.096 -7.304  0.003
N -2.273 1.329 -7.080  0.000
N -3.661 -0.831 -7.378  0.042
N 2.173 -2.204 -8.026  0.038
C -1.997 3.542 -6.643  0.000
C 1.821 -1.882 -0.899  0.007
C -1.017 1.454 -0.894  0.011
C 3.320 0.696 -8.529  0.034
C 1.556 0.765 -2.099  -0.020
C -0.286 -1.308 2.794  0.012
C 4.925 1.267 -7.026  0.014
C -2.080 2.291 -6.079  0.001
C -5.150 -2.331 -8.220  0.115
C -1.450 0.519 -1.863  -0.004
C 0.411 -0.193 -7.926  0.000
C -0.948 -0.943 -7.955  0.000
C 2.349 -2.144 -9.410  0.309
C -2.153 3.382 -8.053  0.001
C 2.354 -3.528 -7.626  0.303
C -4.164 -2.143 -7.269  0.338
C 3.991 0.478 -6.380  0.035
C 4.514 1.393 -8.393  0.016
C 2.684 -3.409 -9.869  0.094
C 1.066 -0.150 -3.105  0.017
C -2.268 2.016 -8.303  0.002
C 1.138 2.213 -2.049  -0.002
C 2.678 -4.285 -8.737  0.134
C -0.383 -0.236 1.705  0.016
C -0.033 0.310 -4.027  0.004
C -4.395 -0.190 -8.390  0.343
C -5.289 -1.097 -8.948  0.130
C -1.488 0.713 2.195  0.003
C -1.283 0.862 -3.320  0.001
C -0.067 2.558 -1.139  -0.001
C 0.952 0.478 1.582  0.009
H 1.750 -0.915 -3.466  0.008
H -1.421 -0.844 -8.943  0.001
H 0.318 0.796 -7.453  0.000
H -1.268 -1.754 2.990  0.000
H 1.285 0.865 2.552  0.001
H 0.923 2.593 -3.057  -0.001
H -2.337 -0.075 -1.621  0.001
H 3.900 0.152 -5.349  0.001
H -1.575 1.638 1.616  0.000
H 1.585 -2.506 -0.028  0.010
H -0.611 3.408 -1.589  0.000
H 2.005 2.762 -1.653  0.000
H -1.265 1.035 3.221  0.000
H -4.256 0.850 -8.619  0.012
H 2.660 0.626 -9.380  -0.001
H 1.708 -0.220 1.197  0.003
H 2.189 -1.225 -9.960  0.008
H -2.463 0.209 2.170  0.000
H 5.802 1.710 -6.572  0.000
H -0.826 -2.024 -7.781  0.001
H 0.879 1.326 0.899  0.002
H 2.701 -1.253 -0.687  0.003
H -5.937 -0.898 -9.783  0.002
H 0.316 2.945 -0.179  0.000
H 5.026 1.924 -9.188  0.000
H 0.764 -0.048 -8.957  0.000
H 2.894 -3.676 -10.901  0.000
H -1.644 1.573 -0.027  -0.001
H -5.714 -3.236 -8.399  0.001
H 2.208 -3.781 -6.581  0.011
H -2.026 1.987 -5.058  0.000
H 0.356 1.065 -4.727  -0.001
H -2.172 0.444 -3.815  0.000
H -2.414 1.500 -9.242  0.001
H 2.869 -5.354 -8.741  0.002
H 0.411 -2.103 2.515  0.000
H 0.065 -0.845 3.731  0.002
H -2.182 4.175 -8.783  0.000
H -1.835 4.461 -6.087  0.000
H 2.062 -2.522 -1.755  0.006
H -0.356 -0.528 -4.658  0.001
H -3.775 -2.802 -6.506  0.013
H 2.541 0.565 -1.673  0.002
H -1.313 1.957 -3.403  -0.001

Force components x, y, z for each atom (eV/Å):
Ru 0.4 1.8 4.3
P 0.1 2.5 -1.1
P 1.2 1.3 -1.9
O 0.4 0.0 -0.8
N -0.4 0.4 1.0
N 0.6 -0.5 0.9
N -1.1 -1.2 -0.8
N -0.4 -1.8 0.2
C -0.1 -0.7 0.2
C 0.6 -0.8 -0.4
C -1.2 -1.7 -2.2
C 0.7 0.1 0.3
C -0.3 -1.4 -0.5
C 0.2 -0.2 0.3
C -0.5 -0.4 -0.1
C -0.1 0.5 -0.8
C -1.4 1.6 -2.3
C -1.0 2.0 0.4
C -0.4 0.0 0.6
C -0.2 -0.2 0.1
C -0.2 0.5 1.4
C 0.1 -1.4 0.2
C -0.4 2.5 0.1
C 1.1 2.2 0.2
C 0.1 0.2 -0.6
C -0.7 -0.6 0.5
C 0.3 -2.2 1.0
C 0.1 0.7 0.2
C 0.0 0.9 0.1
C -0.1 0.5 0.4
C 0.4 -0.1 -2.8
C -0.4 -0.5 0.4
C 0.1 0.0 -0.7
C 1.2 -0.8 1.4
C -0.3 -2.9 1.0
C -0.1 0.4 0.0
C 0.0 0.0 -0.2
C 0.7 0.6 -0.1
C 0.2 0.0 0.0
H -0.1 0.0 0.0
H 0.1 0.1 0.3
H -0.2 0.0 -0.4
H 0.2 0.0 -0.1
H 0.0 -0.1 -0.1
H 0.2 -0.2 0.1
H 0.2 0.2 0.1
H 0.2 0.1 -0.2
H 0.1 -0.2 0.3
H 0.1 0.0 -0.2
H 0.0 -0.2 0.1
H -0.3 0.1 -0.4
H -0.1 -0.2 -0.2
H 0.1 0.1 0.1
H 0.2 0.1 0.1
H -0.1 0.2 0.2
H 0.1 -0.3 0.1
H 0.3 0.1 0.1
H -0.2 -0.1 -0.1
H 0.1 0.1 -0.1
H 0.1 -0.1 0.0
H -0.2 -0.3 0.1
H -0.2 0.0 0.0
H -0.3 -0.2 -0.3
H -0.2 0.0 0.2
H -0.1 0.1 0.5
H 0.0 0.0 0.3
H 0.4 -0.6 0.2
H 0.1 0.1 0.1
H 0.2 -0.1 -0.2
H -0.1 0.0 0.1
H 0.0 0.1 -0.1
H 0.1 0.3 0.0
H 0.2 0.1 0.1
H 0.0 0.3 0.0
H -0.1 0.1 0.0
H -0.1 -0.2 -0.3
H 0.0 -0.1 -0.1
H -0.1 -0.2 -0.2
H 0.2 -0.2 0.2
H 0.2 -0.1 0.2
H 0.0 -0.1 0.0
H -0.2 0.0 -0.3
H 0.0 -0.2 -0.1